[1]
# C14H12Br4MnNO2SSi

A molecular structure, C14H12Br4MnNO2SSi (wB97M-V/def2-TZVPD, the OMol25 dataset).

As for the multiplicity: 6. The expectation value of S² is 8.76. As for the gap between HOMO and LUMO (alpha / beta): 6.474 / 6.637 eV. For the LUMO energy (alpha / beta), the calculation gives 2.5 / 2.5 eV. Its net charge is -1.

The geometry in XYZ format:
```
36
Properties=species:S:1:pos:R:3:forces:R:3:mulliken_charge:R:1
Br 7.25515 -2.08466 2.59132 -0.27 -0.12 0.13 -0.196
Br 6.31550 -2.30410 -0.57534 -0.70 0.04 0.27 -0.170
Br 1.61376 -1.94738 4.14554 0.82 -0.25 -0.34 -0.143
Br 4.89215 -2.28594 5.05432 0.26 0.05 -0.16 -0.191
Mn 1.29089 -1.66318 -0.74019 0.50 -0.15 0.29 0.294
S 0.66257 0.58176 -1.45174 -0.49 0.37 -0.27 -0.433
Si -2.16417 2.39056 -1.11182 -0.66 -1.12 0.94 0.370
O 1.39640 -2.10329 1.22868 0.19 -0.10 -0.51 -0.926
O 3.20020 -2.15648 -0.73531 0.07 -0.11 -0.61 -0.955
N -0.76771 -1.54602 -1.02080 -1.00 0.12 -0.16 -0.375
C 5.40581 -2.20924 2.15858 -0.96 -0.31 1.68 0.142
C -1.23392 3.23753 -2.44887 0.25 0.15 -0.36 -1.073
C 3.63101 -2.20901 0.49504 1.15 -0.37 -0.14 0.700
C -2.16461 0.45563 -1.22682 0.04 -0.62 0.22 0.054
C -4.00221 2.89129 -1.12289 0.17 0.97 0.44 -1.173
C 2.67173 -2.20246 1.53174 -0.80 0.45 1.75 1.082
C -1.84447 -2.27991 -0.72764 0.32 -0.10 0.02 -0.195
C 4.42443 -2.23708 3.21915 0.58 0.33 -1.08 0.156
C 3.06241 -2.18347 2.89409 0.26 -0.07 -0.95 -0.350
C -3.11418 -1.73968 -0.74590 -0.27 -1.25 0.44 -0.723
C -0.89093 -0.19818 -1.26150 -0.36 -0.21 0.33 0.732
C -3.27875 -0.39816 -0.97733 0.74 1.92 -0.72 -0.138
C 5.00056 -2.26031 0.82630 -0.21 0.25 0.09 -0.416
C -1.38996 2.68004 0.60161 -0.73 0.66 -0.54 -0.957
H -4.57068 2.65903 -2.02194 0.10 -0.30 -0.07 0.328
H -1.91065 3.79307 -3.08965 -0.13 0.33 -0.04 0.332
H -0.46060 3.90332 -2.03214 -0.20 -0.33 -0.34 0.319
H -0.79448 2.46415 -3.07422 0.41 0.11 -0.01 0.366
H -1.68571 -3.33429 -0.43042 0.03 0.73 -0.36 0.352
H -4.45945 2.42845 -0.25757 -0.33 -0.48 0.12 0.309
H -3.93706 -2.41300 -0.50270 0.04 0.37 -0.14 0.327
H -4.20413 3.96751 -0.92727 0.52 -0.38 -0.24 0.311
H -1.05560 3.72816 0.65614 -0.23 -0.19 0.22 0.321
H -0.49632 2.07625 0.67066 0.13 -0.33 0.20 0.321
H -4.27941 0.04265 -0.99575 0.25 -0.16 0.16 0.344
H -2.11756 2.45644 1.40467 0.51 0.10 -0.28 0.253
```
Forces are in eV/Å.

***

[2]
# C14H12F14N2OSi2

A molecular structure, C14H12F14N2OSi2 (wB97M-V/def2-TZVPD, the OMol25 dataset).

As for the multiplicity: 1. As for the gap between HOMO and LUMO: 10.239 eV. For the LUMO energy, the calculation gives 0.4 eV. Its net charge is 0.

The geometry in XYZ format:
```
45
Properties=species:S:1:pos:R:3:forces:R:3:mulliken_charge:R:1
Si -1.08086 0.63622 -1.12837 -0.66 -0.13 0.19 -0.204
Si 1.39352 -0.13210 0.07395 0.16 0.13 1.34 -0.421
F 4.12713 -0.81480 -1.76623 -0.41 -0.40 -0.23 -0.271
F 0.02736 3.51229 1.23208 0.02 -0.22 0.09 -0.226
F -3.37379 2.09983 -0.63808 -0.33 0.14 0.38 -0.319
F -2.35434 2.53869 -2.50503 -0.12 0.13 -0.25 -0.331
F 4.45837 -0.83539 1.72686 -0.29 -0.09 0.05 -0.211
F 4.01491 -2.41453 0.27066 -0.40 0.05 0.34 -0.238
F -0.31693 3.72713 -1.24946 0.54 -0.23 -0.04 -0.226
F 2.96537 1.52057 -1.34535 0.17 0.14 -0.31 -0.316
F -1.77084 4.65814 1.45555 -0.08 -0.15 0.02 -0.287
F -2.26156 4.58234 -0.92266 -0.14 0.03 0.07 -0.334
F 5.38916 0.58121 -0.71354 0.09 0.10 0.04 -0.311
F -1.87634 2.50148 1.51886 0.12 -0.10 -0.03 -0.236
F 5.97705 -1.54836 0.38090 -0.22 -0.04 0.05 -0.272
F 3.45012 1.50969 0.77876 0.23 0.10 0.36 -0.315
O 0.26473 1.03183 -0.24344 -0.01 -0.90 -0.63 -0.102
N 1.16674 -1.59694 -0.81007 0.56 0.38 -0.13 -0.344
N -0.74901 0.20264 -2.76265 -0.10 -0.18 0.18 -0.720
C 3.11458 0.71099 -0.25644 -1.07 -0.47 -0.61 0.696
C 4.29956 -0.21046 -0.58732 0.85 0.86 0.67 0.652
C 1.29459 -0.46865 1.90734 0.39 0.02 -0.91 0.097
C -3.79712 -2.57913 0.77061 -1.14 -1.30 0.44 -0.379
C -2.14968 -0.66622 -0.31307 1.10 1.11 -0.11 0.814
C 1.32391 -1.67510 2.45938 -0.05 0.53 0.20 -0.729
C -2.15121 2.26334 -1.17536 1.06 -0.44 -0.61 0.692
C -1.46984 3.52498 -0.61802 -1.16 0.50 0.02 0.648
C -2.77979 -1.58660 -1.09224 0.06 -0.07 -1.85 -0.328
C -2.37328 -0.74756 1.03729 1.14 1.62 0.68 0.069
C -1.26909 3.53848 0.93330 0.33 0.52 0.08 0.733
C 4.66946 -1.27052 0.49691 0.99 -0.12 -0.70 0.722
C -3.18137 -1.68532 1.57101 -0.16 0.04 1.71 -0.943
C -3.59786 -2.53556 -0.57328 -0.79 -1.04 -0.45 -0.790
H -1.90804 -0.03098 1.69812 0.13 0.10 0.11 0.326
H -4.45544 -3.29601 1.23608 -0.12 -0.26 -0.18 0.382
H 1.38857 -2.39997 -0.23236 -0.30 -0.12 -0.02 0.207
H -4.09906 -3.24429 -1.20882 -0.07 -0.13 -0.23 0.414
H 1.22073 0.41573 2.52711 -0.47 0.02 0.23 0.386
H -2.65841 -1.56167 -2.16348 0.10 -0.02 -0.23 0.277
H -0.39378 -0.74473 -2.83746 0.23 0.03 0.07 0.273
H 1.08622 -1.76765 3.50839 0.31 -0.34 0.21 0.289
H 1.74987 -1.68000 -1.63743 -0.17 0.00 -0.11 0.303
H -3.34664 -1.71623 2.63402 -0.01 0.02 0.26 0.421
H -1.57961 0.21097 -3.34416 0.06 0.42 -0.16 0.308
H 1.61191 -2.55776 1.90713 -0.36 -0.26 -0.03 0.147
```
Forces are in eV/Å.

***

Across the entries above, largest force on an atom takes the values 2.17 2.10 eV/Å, respectively.